50
Properties=species:S:1:pos:R:3:forces:R:3 method="wB97M-V/def2-TZVPD" homo_ev=-8.27 homo_lumo_gap_ev=8.672
Li 0.505 -0.405 -0.051 8.1342 4.4548 5.4573
F 1.799 -0.317 -0.854 4.3951 0.5374 -0.6303
C -1.589 -2.806 -1.641 -1.6375 1.3784 -0.1965
C -1.534 -1.340 -1.081 1.5748 -1.5715 0.5043
C -2.166 -1.231 0.306 -1.2854 -0.2487 -0.7152
O -0.115 -1.066 -0.935 -9.8686 -10.8399 -11.8521
H -2.656 -3.028 -1.664 -0.1403 -0.3463 -0.5860
H -1.154 -3.630 -1.077 0.3707 0.6406 0.3209
H -1.167 -2.785 -2.646 -0.1347 -0.2452 -0.0564
H -1.867 -0.572 -1.778 -0.7590 -0.3712 -0.2975
H -2.215 -0.218 0.706 0.2747 -0.3229 0.0326
H -1.567 -1.878 0.947 -1.4941 -0.0894 -0.6755
H -3.219 -1.512 0.314 0.0046 -0.6097 -0.2873
H 0.253 -1.248 -1.803 0.8223 -0.0768 0.0486
C 0.184 -3.157 1.614 0.0325 0.6702 -0.5933
C 0.246 -1.646 1.964 1.1387 -0.7664 2.3961
C 0.623 -1.322 3.447 -0.8547 -0.5521 0.2935
O 1.154 -0.974 1.131 1.8707 -4.6837 4.8587
H 1.151 -3.660 1.605 0.1324 0.1203 0.6829
H -0.084 -3.228 0.560 -0.2102 0.0865 0.0362
H -0.566 -3.707 2.183 0.1718 0.0090 0.2117
H -0.725 -1.204 1.743 1.1044 0.1921 0.9892
H 1.667 -1.457 3.732 0.1979 -0.2812 -0.4571
H 0.039 -1.924 4.143 -0.0673 -0.2167 -0.0140
H 0.394 -0.283 3.687 0.1411 -0.6168 0.2488
H 2.036 -1.286 1.346 0.2291 0.0372 -0.5485
C 1.702 2.638 -1.689 1.6967 0.7117 -0.0347
C 0.932 1.513 -2.273 -0.7961 -0.4194 0.7714
C -0.247 1.997 -3.096 -0.2620 -0.6406 0.5630
O 1.795 0.617 -2.939 -0.3103 0.7254 -1.4324
H 1.159 3.296 -1.010 -0.2011 0.4257 -0.7606
H 2.223 3.161 -2.490 -0.1232 0.6115 -0.0583
H 2.502 2.234 -1.067 0.1899 -0.2547 -0.1328
H 0.561 0.917 -1.440 0.2623 0.6544 -1.3333
H -0.936 1.154 -3.160 -0.0999 -0.1068 -0.7003
H 0.010 2.398 -4.076 -0.1031 0.0606 -0.0099
H -0.798 2.720 -2.494 0.0514 0.4468 -0.1963
H 2.035 1.125 -3.717 0.4161 -0.1908 -0.6276
C -0.678 2.811 0.944 0.6064 1.5096 -0.8762
C 0.308 1.673 0.711 -1.0807 1.3839 1.0188
C 0.707 1.175 2.030 1.7929 1.5361 1.8856
O -0.427 0.664 0.066 -4.9023 6.7494 2.0399
H -0.326 3.625 1.578 0.3225 -0.2917 0.3243
H -1.652 2.514 1.333 0.0680 -0.3400 -0.1046
H -0.769 3.335 -0.007 -0.7105 -0.0370 -0.3191
H 1.152 1.918 0.066 -0.3603 -0.0133 0.9585
H 1.628 0.593 2.000 -0.6075 0.5712 0.3954
H -0.099 0.671 2.563 0.0919 0.4517 -0.6572
H 0.974 2.051 2.621 -0.1552 0.2700 0.2766
H -1.185 1.083 -0.350 0.0709 -0.1021 -0.1615